No. 1
ORCA calculation (ωB97M-V with the def2-TZVPD basis set) on a structure of composition C49H60As2MoN4O6.

Last column: Löwdin charge in e.
Geometry (Å):
N  1.045244  -0.610586  -1.355156  -0.04
C  1.920101  2.314104  -3.062197  -0.01
H  -5.089829  -1.080036  -3.279606  0.06
Mo  -0.653591  -0.120508  0.156151  1.56
H  2.222951  -0.289221  -2.970489  0.14
H  5.250404  2.032740  0.219132  0.09
C  -1.612277  -0.244219  5.471514  -0.04
C  -1.585554  -4.204205  3.316826  -0.27
O  0.374804  1.371351  1.164222  -0.23
C  -1.537432  -3.698315  4.734934  -0.05
C  1.565883  3.778563  -0.598979  -0.21
C  -0.445539  -3.812831  -2.110050  -0.12
H  4.246414  -1.751131  8.065117  0.07
H  -5.729660  -2.270985  -2.154681  0.07
H  4.502828  1.518947  -1.298396  0.09
H  -4.093388  -6.635202  0.423038  0.07
H  1.116916  5.464400  -1.966159  0.11
H  -4.611388  2.903700  -3.213257  0.07
C  1.783746  -2.653837  4.015479  -0.32
H  -4.883215  -0.305856  -0.853247  0.05
C  -4.818300  -1.762429  -2.473649  -0.16
C  -0.936589  -0.491031  3.140499  -0.32
C  0.714918  -5.190440  0.448072  -0.07
H  -3.409232  0.938745  5.883595  0.10
H  -5.236730  1.405065  -2.538017  0.06
H  -1.596298  -6.397914  0.146699  0.12
H  1.409727  -5.811703  1.021796  0.08
C  -2.828385  1.038107  3.855378  -0.03
C  -1.844092  0.660178  2.807280  -0.25
C  2.014756  -3.875275  4.674889  -0.27
C  -1.087950  -6.202367  -3.396988  -0.08
H  -3.953249  -1.731436  -0.491874  0.05
H  0.468615  -5.739855  -0.457705  0.07
C  1.895637  2.281346  -0.594886  -0.19
H  0.901116  -6.113031  -4.216960  0.10
C  -1.618966  -5.759563  1.022338  -0.02
C  1.947732  1.599144  -1.923952  -0.15
C  -1.704389  -4.398964  -1.924460  -0.28
H  -2.416807  -3.105376  4.987944  0.09
N  0.919759  -1.880767  -1.926569  0.09
C  3.902623  -2.743680  7.779419  -0.05
H  2.195427  -5.998245  4.589980  0.08
C  -2.017784  -5.589664  -2.581563  -0.02
H  -2.279105  2.296907  -2.499062  0.06
H  0.044343  -1.384508  4.869575  0.07
H  1.952706  1.804918  -4.018444  0.12
H  3.245935  -3.114046  8.567833  0.08
N  -0.336266  -1.105523  2.168178  -0.20
H  2.861724  -4.823403  6.385466  0.12
H  1.437125  0.322843  3.744481  0.07
H  -3.337736  2.276453  -1.103601  0.06
H  -0.645357  -3.129368  4.960178  0.04
O  -0.486709  1.643611  -0.811370  -0.28
C  1.385331  4.415798  -1.937957  0.01
H  -1.462382  -0.492470  6.515455  0.12
C  -2.013702  -0.635667  -3.424945  -0.36
H  -1.528117  -4.569852  5.394746  0.09
As  0.835590  -2.669946  2.271447  1.42
H  3.430768  3.711858  1.518123  0.08
H  -3.500850  -5.056313  3.709053  0.12
C  3.190826  -2.711168  6.457008  -0.27
H  -2.225588  -3.149450  -0.616412  0.06
C  -0.085249  -2.533156  -1.457207  -0.47
O  -2.656807  -3.865200  -1.127251  0.04
C  -1.064871  0.342395  -4.110242  -0.15
C  0.473619  -4.446224  -2.948140  -0.04
C  -4.198573  -1.031649  -1.291465  -0.39
H  3.853722  2.181300  2.272612  0.09
H  3.485548  -0.620109  6.121617  0.12
H  -3.825577  -7.603644  1.868975  0.08
H  1.582899  4.247161  -4.022396  0.10
C  0.475591  2.132330  0.037190  -0.69
H  1.439788  -3.980434  -3.080884  0.11
H  1.251483  -4.286593  0.166317  0.04
O  0.363692  3.556453  0.181088  0.06
C  -4.357309  1.866321  -2.989150  -0.15
C  1.646371  3.748035  -3.063786  -0.05
C  3.046650  -1.534831  5.739837  -0.01
H  2.198832  0.356588  0.949483  0.04
C  -0.544839  -4.073932  2.386684  -0.30
O  -0.871567  -2.111924  -0.488226  -0.31
H  -1.341615  -7.130249  -3.892100  0.10
C  1.604293  -5.214502  4.118229  -0.04
H  -4.104565  1.157058  1.752710  0.04
H  -0.495644  -0.157354  -4.895538  0.08
H  -1.554352  -1.618104  -3.303679  0.05
H  4.433419  3.219635  -0.810368  0.10
C  4.402549  2.190764  -0.447419  0.00
H  2.262831  4.388852  -0.016199  0.14
C  -2.338430  0.507448  1.359940  -0.35
C  -3.148527  1.803111  -2.065451  -0.39
C  3.104405  1.920586  0.300586  -0.52
C  -2.682862  -5.000154  2.998325  -0.01
H  -4.169111  1.365581  -3.941642  0.06
C  0.169753  -5.633134  -3.582179  -0.09
H  4.769869  -3.404125  7.741117  0.08
C  -2.743031  -5.748014  1.834226  -0.26
C  -0.767342  -0.754188  4.557656  -0.06
C  -3.945740  -6.582839  1.500958  -0.04
H  -0.360879  0.781814  -3.404900  0.03
C  1.789356  0.154569  -2.073996  -0.06
C  2.698055  -3.875437  5.884607  -0.02
H  -1.142473  1.513245  2.720626  0.17
As  -2.566317  -0.004619  -1.654509  1.25
C  2.380526  -1.490795  4.518086  -0.29
H  -3.606944  1.741458  3.586691  0.11
H  -2.999697  -6.013581  -2.421785  0.12
H  -1.615785  1.164775  -4.568945  0.07
O  3.072873  0.515077  0.556108  -0.03
C  -0.520790  -4.951539  1.282026  -0.29
H  -4.848019  -6.171593  1.951674  0.08
C  -2.718557  0.617526  5.116840  -0.07
N  -3.511602  0.824680  0.989060  0.05
H  0.550836  -5.436762  4.287846  0.08
H  2.685021  -0.379916  2.712759  0.06
H  2.150571  2.646613  2.126556  0.08
H  -4.147492  -2.522522  -2.874790  0.06
C  2.393793  -0.200150  3.748528  -0.05
H  1.780048  -5.277083  3.042527  0.06
H  -2.913554  -0.783567  -4.023856  0.06
C  3.119548  2.674083  1.634631  -0.01
H  3.134273  0.477216  4.171664  0.08

Cartesian forces (eV/Å) of the 2 atoms listed first:
N 0.11 0.12 -0.13
C 0.02 -0.07 0.16

Molecular weight   1046.8 g/mol
Energy above the lowest of the compared OMol25 structures with the same formula, charge and spin   2.9253 eV
E_LUMO (alpha / beta)   -0.4 / -0.5 eV
Multiplicity   3

=====

No. 2
ORCA calculation (ωB97M-V with the def2-TZVPD basis set) on a structure of composition C14H10CrNO6S5.

Last column: Löwdin charge in e.
Geometry (Å):
H  3.359746  -1.586480  2.858830  0.14
C  -2.284055  1.511659  -0.421159  -0.04
C  1.502070  -3.055697  0.203878  -0.43
C  -4.631431  0.063310  -0.994521  -0.09
S  -3.380762  -2.203602  0.096496  1.12
H  2.138800  -4.148100  -1.221604  0.16
H  -5.348675  1.892090  -1.813848  0.11
N  -1.324261  -0.650783  0.354817  -0.08
H  2.565843  0.017715  2.697702  0.12
H  -1.408279  2.075931  -0.145781  0.05
C  -4.523587  1.398046  -1.325938  -0.07
C  2.730232  -0.954674  2.226555  -0.08
O  2.098450  -4.146211  -0.248966  0.19
C  -3.367139  2.115318  -1.024490  -0.05
H  -1.161023  -2.657396  0.962338  0.07
O  2.429025  5.782240  -2.111896  -0.05
C  1.266233  2.710080  -0.187867  -1.12
S  1.908808  4.329759  0.019864  0.97
S  0.737331  1.830117  1.198480  0.65
C  -3.535396  -0.546681  -0.407067  -0.45
H  -5.529249  -0.500644  -1.190878  0.11
H  2.367197  -3.403054  2.137077  0.16
C  3.382935  -0.745745  0.821793  -0.62
O  2.577547  -0.205485  0.003942  -0.16
C  1.487128  -2.907998  1.712179  -0.07
C  -2.336731  0.144094  -0.150991  -0.31
H  0.581646  -3.381941  2.120315  0.15
O  0.981679  -2.224709  -0.528987  0.03
Cr  0.662343  -0.294545  0.201755  0.47
S  1.581228  3.368663  -2.745496  0.97
H  -3.320839  3.164204  -1.271000  0.11
O  4.517327  -1.121885  0.618861  0.09
S  0.422282  0.747720  -1.889806  0.68
O  1.429141  -1.536301  2.061968  -0.17
C  1.125257  2.261066  -1.467051  -1.12
C  -1.760716  -1.866379  0.551892  -0.42
C  2.059894  4.726297  -1.701396  -1.02

Cartesian forces (eV/Å) of the 2 atoms listed first:
H -0.17 0.00 -0.05
C 0.04 0.16 -0.05

Molecular weight   500.6 g/mol
E_LUMO (alpha / beta)   -0.8 / -0.8 eV
Multiplicity   4

=====

No. 3
ORCA calculation (ωB97M-V with the def2-TZVPD basis set) on a structure of composition C20H28ClFN2O2Ru.

Last column: Löwdin charge in e.
Geometry (Å):
F  -0.407039  0.012147  2.174602  -0.60
H  -1.910648  0.001606  -0.681384  0.10
H  0.101066  -2.427802  2.695110  0.07
C  -1.613671  -1.203970  -3.835330  -0.26
C  -1.742239  0.003152  -1.758313  -0.06
C  2.478573  2.079561  1.070607  -0.11
C  1.284110  -3.985728  -0.167772  -0.07
H  2.211418  -3.851750  -0.749535  0.13
O  0.141252  -3.864671  -1.077500  0.00
H  2.196814  -1.134403  1.615283  0.04
C  2.384079  -2.122054  1.135956  -0.11
N  0.127067  -1.990677  0.117658  -0.08
C  -1.557163  -2.499201  -4.595742  -0.09
C  -1.652628  1.220540  -2.415271  -0.21
N  0.195721  1.986226  0.109869  -0.07
C  0.433309  -3.307645  2.135396  -0.04
H  3.097985  2.696128  1.736930  0.08
H  -1.989953  -3.331718  -2.165893  0.11
C  0.583410  3.329480  2.096116  -0.04
C  -1.598289  0.021326  -4.505342  -0.03
C  1.390254  3.945865  -0.240451  -0.07
C  -1.683056  2.451899  -1.550631  -0.08
H  3.026648  1.894319  0.142480  0.05
H  1.154178  -3.876592  2.734728  0.08
H  -0.632514  3.116202  -4.259372  0.07
H  -0.663952  -3.078133  -4.315062  0.07
H  0.238875  2.469971  2.679190  0.07
Cl  1.723595  -0.034658  -1.415963  -0.02
O  0.220776  3.840773  -1.113938  0.00
C  -0.398528  2.697810  -0.835461  -0.34
H  -1.588760  0.031200  -5.598278  0.10
H  2.969732  -2.740418  1.830874  0.09
C  -1.527768  2.547040  -4.556890  -0.09
C  1.197938  2.836290  0.787686  -0.58
C  -1.718619  -2.446953  -1.585135  -0.09
H  -2.463722  2.308311  -0.785291  0.12
Ru  0.570585  -0.010901  0.522328  1.05
H  2.296789  3.774966  -0.844338  0.13
C  -0.457790  -2.703446  -0.831114  -0.34
H  1.270443  -4.986556  0.284726  0.13
H  1.334397  3.885286  2.669696  0.08
H  2.281396  1.107855  1.572321  0.04
H  -0.428670  -3.945760  1.911295  0.08
H  2.960219  -1.970048  0.218255  0.05
H  -2.432113  -3.140665  -4.409319  0.07
H  -2.401839  3.189958  -4.363550  0.07
H  -0.264643  3.989934  1.884200  0.08
H  -2.522932  -2.314895  -0.845145  0.12
H  -1.516057  -2.300563  -5.671527  0.06
C  -1.668290  -1.207245  -2.433302  -0.21
H  -1.481155  2.363295  -5.635978  0.06
C  -1.598507  1.239607  -3.817613  -0.26
C  1.091907  -2.852649  0.834540  -0.58
H  -1.973322  3.343182  -2.116635  0.11
H  1.419830  4.953573  0.191729  0.12

Cartesian forces (eV/Å) of the 2 atoms listed first:
F -0.80 0.02 2.16
H 0.14 -0.03 -0.16

Total charge   -1
Molecular weight   484.0 g/mol
E_LUMO (alpha / beta)   2.9 / 2.8 eV
Multiplicity   6

=====

Q: Which value of molecular weight does entry 3 give?
A: 484.0 g/mol

=====

Q: multiplicity of number 3 (C20H28ClFN2O2Ru)?
A: 6